No. 1
Formula: H22O11
Source: the Open Molecules 2025 dataset
Level of theory: wB97M-V/def2-TZVPD

Each line ends with the natural charge from an NBO analysis.
Element x y z (Å)
1 O -0.3995 0.2905 -0.5025  -0.9603
2 H -1.2111 0.7656 -0.7138  0.4978
3 H 0.0407 0.1883 -1.3538  0.4574
4 O -3.4768 1.0061 -3.4238  -0.9365
5 H -2.7451 0.8266 -2.8227  0.4560
6 H -3.9857 0.1875 -3.4247  0.4807
7 O 2.1599 -2.8917 0.2973  -0.9390
8 H 2.3895 -3.0564 -0.6242  0.4666
9 H 1.4875 -3.5539 0.4934  0.4730
10 O 0.5460 -1.0264 1.7989  -0.9594
11 H 0.6849 -0.0739 1.7497  0.4581
12 H 0.5685 -1.3144 0.8794  0.4949
13 O -3.4967 -1.6679 2.1915  -0.9239
14 H -4.2236 -1.0894 1.9349  0.4504
15 H -3.4990 -1.6343 3.1548  0.4724
16 O -1.2829 -2.2319 2.8646  -0.9425
17 H -0.8387 -1.4182 3.1284  0.4800
18 H -0.5620 -2.8272 2.6304  0.4612
19 O -1.5774 2.6679 -1.4127  -0.9459
20 H -2.1355 2.4948 -2.1792  0.4718
21 H -0.9337 3.3105 -1.7316  0.4803
22 O -0.1563 2.0517 1.6309  -0.9210
23 H -0.8208 1.4452 1.9769  0.4662
24 H 0.5227 1.4727 1.2668  0.4601
25 O 3.3965 1.3351 1.0440  -0.9611
26 H 4.2898 1.3927 1.4015  0.4779
27 H 3.4453 0.6145 0.4058  0.4661
28 O 0.5444 1.7681 -4.3973  -0.9282
29 H 0.4913 1.5831 -3.4529  0.4590
30 H 0.3365 2.7069 -4.4644  0.4694
31 O 3.8434 -1.2522 0.6112  -0.9180
32 H 3.3702 -1.1644 -0.2239  0.4495
33 H 3.2280 -0.9055 1.2670  0.4870

Forces on atoms 1 to 6 (eV/Å):
0.28 -0.66 -0.52
0.17 0.42 0.23
-0.07 -0.01 0.08
0.16 0.02 0.17
-0.09 -0.29 -0.14
-0.02 0.09 -0.02

Summary:
* frontier orbital gap: 0.3593 Eh
* SMILES: O.O.O.O.O.O.O.O.O.O.O
* total charge: 0
* spin multiplicity: 1


No. 2
Formula: C2H6OS2
Source: the Open Molecules 2025 dataset
Level of theory: wB97M-V/def2-TZVPD

Each line ends with the natural charge from an NBO analysis.
Element x y z (Å)
1 C 2.2526 1.9532 1.2476  -0.4546
2 S 3.3043 0.8512 0.7196  0.0799
3 H 1.1896 1.7791 1.4226  0.1938
4 H 2.6724 2.8413 1.5969  0.1831
5 C -0.4574 -0.8985 -0.9890  -0.8189
6 S -1.4788 -1.5299 0.3201  0.4952
7 O -2.9578 -1.7987 -0.4269  -0.8778
8 H -0.7305 0.1666 -0.9345  0.2101
9 H -0.6991 -1.2583 -2.0314  0.2441
10 H 0.6447 -0.9710 -0.6677  0.2540
11 H -3.7399 -1.1348 -0.2573  0.4912

Forces on atoms 1 to 6 (eV/Å):
0.22 -1.83 -0.03
-0.63 0.09 -0.11
0.14 -0.01 -0.32
0.23 1.72 0.44
0.43 1.48 -0.49
-0.80 -0.99 0.56

Summary:
* frontier orbital gap: 0.2899 Eh
* SMILES: C=S.CSO
* total charge: 0
* spin multiplicity: 1


No. 3
Formula: C6H8O2
Source: the Open Molecules 2025 dataset
Level of theory: wB97M-V/def2-TZVPD

Each line ends with the natural charge from an NBO analysis.
Element x y z (Å)
1 C -2.0442 -0.4425 -0.2867  -0.0597
2 C -0.4732 0.8033 -0.2272  0.0697
3 C 0.9351 1.1492 0.0573  0.0641
4 C 1.5249 -0.1198 0.8912  -0.4158
5 C 0.9790 -0.8125 -0.3801  0.0824
6 C -0.4966 -0.6474 -0.0850  -0.3173
7 H -2.5323 -0.4154 -1.2220  0.1834
8 H -2.8325 -0.9314 0.3777  0.1977
9 H -0.8002 0.9694 -1.3463  0.1749
10 H 1.2513 2.1556 0.2516  0.2129
11 H 1.3056 -0.4742 1.8841  0.2068
12 H 2.6430 0.1039 0.6492  0.2275
13 H 1.4714 -1.7649 -0.7956  0.2170
14 H -0.5093 -0.8933 1.0272  0.1944
15 O -1.8720 0.9111 0.2728  -0.5324
16 O 1.4499 0.4088 -1.0683  -0.5056

Forces on atoms 1 to 6 (eV/Å):
-1.46 -0.12 2.29
-4.04 1.01 -2.56
0.71 -1.30 1.85
2.29 1.72 -1.65
2.60 -1.91 -1.01
-1.03 -1.08 2.16

Summary:
* frontier orbital gap: 0.3893 Eh
* total charge: 0
* spin multiplicity: 1


No. 4
Formula: C29H22F7N2O13S
Source: the Open Molecules 2025 dataset
Level of theory: wB97M-V/def2-TZVPD

Each line ends with the Mulliken charge.
Element x y z (Å)
1 O -4.2584 -5.9876 -2.8227  -0.5130
2 C -5.0028 -4.9899 -2.9825  0.6230
3 F -5.6821 -4.8300 -4.2270  -0.2054
4 N -5.1768 -4.0526 -1.8700  -0.1896
5 C -4.8045 -2.6743 -2.2255  0.5912
6 O -4.1664 -2.4184 -3.2925  -0.5340
7 O -5.2283 -1.6337 -1.3522  -0.3000
8 C -4.3729 -0.4495 -1.5279  -0.0327
9 O -4.7809 0.5087 -2.2173  -0.5291
10 C -2.9661 -0.4996 -0.7560  0.1873
11 C -1.6327 -0.7889 -1.4983  0.0464
12 O -1.6122 -0.9790 -2.9001  -0.5527
13 C -0.3260 -0.8598 -0.6305  -0.2916
14 O 0.8979 -1.1826 -1.3731  -0.1731
15 C 0.9245 -2.6457 -1.3712  0.7364
16 O 0.0970 -3.2928 -0.6478  -0.5880
17 C 1.9221 -3.5117 -2.2519  -0.0146
18 C 1.7720 -5.0858 -2.1991  -0.2107
19 C 2.6902 -6.0751 -2.9655  -0.4304
20 C 3.8314 -5.4583 -3.8433  -0.3349
21 C 3.9840 -3.8929 -3.9065  -0.5064
22 C 3.0520 -2.9022 -3.1294  -0.2455
23 N -0.2724 -0.6524 0.8292  0.5454
24 C 1.0881 -0.7422 1.4798  -0.9041
25 C 1.7123 0.7702 1.3558  -0.2086
26 C 2.9289 0.8708 0.3031  -0.9692
27 C 2.6831 1.9718 -0.8630  0.7941
28 F 3.6392 1.7222 -1.9230  -0.3446
29 F 1.3848 1.8773 -1.4532  -0.2601
30 C 2.8631 3.4882 -0.3603  0.5026
31 F 2.3431 4.3352 -1.4062  -0.2516
32 F 4.2194 3.8869 -0.1858  -0.2630
33 F 2.1663 3.8007 0.8321  -0.2057
34 C -1.4850 -0.3783 1.5684  0.4851
35 O -1.5048 -0.2115 2.9865  -0.4060
36 C -0.8788 1.0045 3.4068  0.6690
37 O -0.8698 2.0284 2.6867  -0.5136
38 C -0.2249 0.9646 4.8896  0.2190
39 C -1.2403 1.2519 6.0668  -0.3571
40 C -0.6495 1.1730 7.5182  -0.4404
41 C 0.8605 0.8180 7.7737  -0.3138
42 C 1.8697 0.5570 6.6095  -0.6827
43 C 1.2813 0.6292 5.1411  0.0791
44 C -2.8801 -0.2895 0.8480  -0.0099
45 S -4.4622 0.0169 1.7163  1.2320
46 O -5.4490 -1.1365 1.5796  -0.6067
47 O -4.3230 0.4145 3.1591  -0.5953
48 F -5.1934 1.3209 0.8857  -0.3270
49 H -4.6879 -4.3911 -1.0282  0.3124
50 H -0.7535 -1.3430 -3.2110  0.3351
51 H 0.9350 -5.5550 -1.5545  0.2978
52 H 2.5118 -7.2023 -2.8287  0.3086
53 H 4.5202 -6.1709 -4.4046  0.3077
54 H 4.8464 -3.4833 -4.5346  0.2976
55 H 3.1478 -1.7634 -3.1476  0.3832
56 H 0.9321 -0.8980 2.6174  0.4191
57 H 1.7561 -1.5336 1.0016  0.4533
58 H 2.0169 1.1989 2.3805  0.2261
59 H 0.8876 1.4864 0.9655  0.3218
60 H 3.8543 1.2580 0.8833  0.4348
61 H 3.1937 -0.1069 -0.2242  0.2584
62 H -2.3526 1.4864 5.8639  0.3860
63 H -1.3848 1.3655 8.3819  0.2960
64 H 1.2124 0.7477 8.8563  0.2990
65 H 2.9669 0.2995 6.7738  0.3266
66 H 2.0188 0.4024 4.3035  0.1300
67 O 1.6458 6.8153 -4.7148  -0.4688
68 C 0.9095 7.6503 -4.0319  -0.1738
69 C 0.4933 6.9530 -2.6068  0.2021
70 O -0.2547 7.7821 -1.9291  -0.4848
71 H -0.0415 7.9728 -4.4882  0.2414
72 H 1.3656 8.6174 -3.7593  0.2407
73 H 1.4447 6.6420 -2.1442  0.0269
74 H 0.0489 5.9795 -2.8741  0.2231

Forces on atoms 1 to 6 (eV/Å):
-3.58 3.97 -1.04
3.05 -3.21 0.61
1.30 0.36 3.60
0.07 1.16 -2.42
1.57 2.35 -2.89
-2.79 -1.42 4.41

Summary:
* frontier orbital gap: 0.0588 Eh
* total charge: -1
* spin multiplicity: 1